1.
This record from the Open Molecules 2025 dataset describes a single C2H4N2OS molecule. The level of theory is ωB97M-V with the def2-TZVPD basis set.

Properties
E in eV: -17998.6435
ΔE to the lowest compared entry with this formula, charge and spin in kJ/mol: 387.5
Total charge: 0
M in Da: 104.1
E_LUMO in eV: 0.0
Spin multiplicity: 1

Cartesian coordinates (Å):
C  0.48599  -0.26966  -0.81793
C  -1.31238  0.08824  0.91152
N  -0.80225  -0.14158  -0.43430
N  1.54756  0.29061  -0.33134
O  -3.36416  -0.47739  -0.72781
S  -2.29980  -1.21099  -0.12655
H  0.49596  -0.91358  -1.67895
H  -0.56284  -0.32668  1.66130
H  -1.70356  1.05995  1.30701
H  2.24169  0.09248  -0.99047

=====

2.
This record from the Open Molecules 2025 dataset describes a single C2H4N2OS molecule. The level of theory is ωB97M-V with the def2-TZVPD basis set.

Properties
E in eV: -17999.6754
ΔE to the lowest compared entry with this formula, charge and spin in kJ/mol: 287.9
Total charge: 0
M in Da: 104.1
E_LUMO in eV: 0.5
Spin multiplicity: 1

Cartesian coordinates (Å):
C  -0.61827  0.35418  -1.95895
C  0.22688  0.54893  -0.81194
N  -1.47524  0.35016  -2.71778
N  -0.01567  -0.27943  1.91299
O  0.72635  -1.86315  0.16345
S  -0.35881  -0.92745  0.33467
H  1.22865  0.13249  -0.95529
H  0.05590  1.51582  -0.41393
H  -0.61421  0.03023  2.65430
H  0.84444  0.13822  1.79249

=====

3.
This record from the Open Molecules 2025 dataset describes a single C2H4N2OS molecule. The level of theory is ωB97M-V with the def2-TZVPD basis set.

Properties
SMILES string: C=NS/C=N\O
E in eV: -17998.5919
ΔE to the lowest compared entry with this formula, charge and spin in kJ/mol: 392.4
Total charge: 0
M in Da: 104.1
E_LUMO in eV: 0.5
Spin multiplicity: 1

Cartesian coordinates (Å):
C  -1.53182  -1.08440  -0.00355
C  2.07283  0.52605  -0.04981
H  -0.83396  1.17011  0.22148
H  -1.99214  -2.07432  0.03050
H  2.37706  1.54994  -0.09193
H  2.84369  -0.24293  -0.02310
N  -2.25978  -0.04379  -0.00533
N  0.83561  0.30637  0.06135
O  -1.75929  1.18767  -0.08764
S  0.24781  -1.29470  -0.05197

=====

4.
This record from the Open Molecules 2025 dataset describes a single C2H4N2OS molecule. The level of theory is ωB97M-V with the def2-TZVPD basis set.

Properties
SMILES string: [H]/N=C1/NSCO1
E in eV: -17999.6357
ΔE to the lowest compared entry with this formula, charge and spin in kJ/mol: 291.7
Total charge: 0
M in Da: 104.1
E_LUMO in eV: 0.3
Spin multiplicity: 1

Cartesian coordinates (Å):
C  -0.88138  -0.31092  -0.01919
C  1.18889  0.94442  0.05279
H  -2.81734  0.17298  -0.03909
H  -0.29445  -2.27073  -0.33444
H  1.59413  1.83399  -0.58440
H  1.61846  1.40623  1.07681
N  -2.12493  -0.54263  -0.04525
N  0.12914  -1.37455  0.15111
O  -0.22705  0.92452  -0.15137
S  1.81453  -0.78330  -0.10698

=====

5.
This record from the Open Molecules 2025 dataset describes 2 unconnected molecules or ions with the total composition C2H4N2OS2. The level of theory is ωB97M-V with the def2-TZVPD basis set.

Properties
E in eV: -28833.4433
ΔE to the lowest compared entry with this formula, charge and spin in kJ/mol: 351.2
Total charge: 0
M in Da: 136.2
E_LUMO in eV: -1.5
Spin multiplicity: 1

Cartesian coordinates (Å):
C  0.82937  -0.53733  -0.32861
C  -1.61184  -0.19170  -0.80413
H  1.83256  0.95453  0.68708
H  2.88850  -0.30547  0.61122
H  -1.95100  1.09005  2.03440
H  -1.63197  -1.04893  -1.63958
N  1.83887  -0.02714  0.37464
N  -0.34269  0.08374  -0.11076
O  -2.57358  0.46985  -0.71525
S  1.01223  -1.95739  -1.25987
S  -0.29045  1.46980  1.15085

=====

6.
This record from the Open Molecules 2025 dataset describes a single C2H4N2OS2 molecule. The level of theory is ωB97M-V with the def2-TZVPD basis set.

Properties
SMILES string: O=CN(S)/C=N\S
E in eV: -28834.3078
ΔE to the lowest compared entry with this formula, charge and spin in kJ/mol: 267.8
Total charge: 0
M in Da: 136.2
E_LUMO in eV: 0.1
Spin multiplicity: 1

Cartesian coordinates (Å):
C  -0.22933  -0.84160  -0.81461
C  -0.09165  1.49659  -0.89435
H  1.02233  -0.86611  1.85748
H  -0.43002  -0.70206  -1.87420
H  0.04029  0.34201  2.20272
H  0.25619  1.32503  -1.89440
N  0.29668  -1.93833  -0.37163
N  -0.36646  0.35615  -0.21050
O  -0.33811  2.60582  -0.48173
S  0.84748  -2.07422  1.08567
S  -1.00742  0.29673  1.39554

=====

7.
This record from the Open Molecules 2025 dataset describes a single C2H4N2OS2 molecule. The level of theory is ωB97M-V with the def2-TZVPD basis set.

Properties
SMILES string: O=CN(S)/C=N\S
E in eV: -28834.2534
ΔE to the lowest compared entry with this formula, charge and spin in kJ/mol: 273.0
Total charge: 0
M in Da: 136.2
E_LUMO in eV: 0.3
Spin multiplicity: 1

Cartesian coordinates (Å):
C  0.60731  -0.31860  0.95589
C  -1.55706  -0.86420  -0.18443
H  1.22376  0.33407  -1.29068
H  0.46701  -0.27628  2.16239
H  -0.13910  2.01124  -1.07992
H  -1.20977  -1.72493  0.28742
N  1.87850  -0.27337  0.72776
N  -0.44629  -0.06940  -0.06021
O  -2.48157  -0.58220  -0.82573
S  2.46541  0.15196  -0.78065
S  -0.80821  1.61172  0.08816

=====

8.
This record from the Open Molecules 2025 dataset describes a single C2H4N2OS3 molecule. The level of theory is ωB97M-V with the def2-TZVPD basis set.

Properties
SMILES string: ON/C(=N\S)C(=S)S
E in eV: -39669.4290
ΔE to the lowest compared entry with this formula, charge and spin in kJ/mol: 206.7
Total charge: 0
M in Da: 168.3
E_LUMO in eV: -1.0
Spin multiplicity: 1

Cartesian coordinates (Å):
C  0.22424  0.08374  0.01759
C  1.71284  -0.19602  0.01141
H  -1.82392  2.12881  0.57295
H  0.59283  2.16225  -0.09284
H  -2.30989  -2.29981  -0.30441
H  0.89108  -2.33851  -0.16400
N  -0.13691  1.46347  0.18254
N  -0.57481  -0.90470  -0.03675
O  -1.36873  1.84181  -0.23304
S  -2.26494  -0.98510  0.05172
S  2.16967  -1.89467  -0.00247
S  2.88854  0.93873  -0.00269

=====

9.
This record from the Open Molecules 2025 dataset describes a single C2H4N2OS3 molecule. The level of theory is ωB97M-V with the def2-TZVPD basis set.

Properties
SMILES string: O=C(NS)N(S)C=S
E in eV: -39669.3345
ΔE to the lowest compared entry with this formula, charge and spin in kJ/mol: 215.8
Total charge: 0
M in Da: 168.3
E_LUMO in eV: -0.1
Spin multiplicity: 1

Cartesian coordinates (Å):
C  0.33071  -0.62298  0.01120
C  -0.47810  1.48046  1.12319
H  0.12492  -2.72236  -1.68891
H  -1.70100  -0.84131  0.08217
H  2.18432  1.17384  -1.51442
H  -1.02493  0.77967  1.90120
N  -0.85949  -1.23410  -0.01536
N  0.44066  0.84243  0.32642
O  1.34862  -1.12849  -0.39995
S  -0.87474  -2.79200  -0.37279
S  1.13714  1.95344  -0.87008
S  -0.62811  3.11139  1.41734

=====

10.
This record from the Open Molecules 2025 dataset describes a single C2H4N2S molecule. The level of theory is ωB97M-V with the def2-TZVPD basis set.

Properties
E in eV: -15949.0545
ΔE to the lowest compared entry with this formula, charge and spin in kJ/mol: 465.9
Total charge: 0
M in Da: 88.1
E_LUMO (spin up / spin down) in eV: -2.0 / 0.2
Spin multiplicity: 1

Cartesian coordinates (Å):
C  1.21446  -0.19646  -1.08293
C  -1.11047  -0.30801  1.59919
N  0.35431  -0.53186  -0.23055
N  0.06130  -0.74080  0.97115
S  -1.71729  -1.03133  3.11748
H  1.93759  0.49232  -0.69867
H  1.15683  -0.67257  -2.13108
H  -0.73262  0.75786  1.81609
H  -2.02982  -0.47405  0.93643

=====

11.
This record from the Open Molecules 2025 dataset describes a single C2H4N2S molecule. The level of theory is ωB97M-V with the def2-TZVPD basis set.

Properties
E in eV: -15948.9772
ΔE to the lowest compared entry with this formula, charge and spin in kJ/mol: 473.3
Total charge: 0
M in Da: 88.1
E_LUMO (spin up / spin down) in eV: -0.7 / -1.0
Spin multiplicity: 1

Cartesian coordinates (Å):
C  -0.57548  0.53690  -0.02802
C  0.32996  -0.81613  -0.28221
N  -1.22181  0.82668  1.19259
N  0.84434  -1.15452  -1.48406
S  2.09119  -0.48117  -0.71343
H  0.30528  1.34700  -0.18483
H  -1.16106  0.56899  -1.01152
H  0.20468  -1.57042  0.39690
H  -0.81711  0.74267  2.11458

=====

12.
This record from the Open Molecules 2025 dataset describes 2 unconnected molecules or ions with the total composition C2H4N2S2. The level of theory is ωB97M-V with the def2-TZVPD basis set.

Properties
SMILES string: C=[N+]([S-])S.C#N
E in eV: -26785.9100
ΔE to the lowest compared entry with this formula, charge and spin in kJ/mol: 396.0
Total charge: 0
M in Da: 120.2
E_LUMO in eV: -0.2
Spin multiplicity: 1

Cartesian coordinates (Å):
C  0.02287  -3.01632  -1.18582
C  0.46362  0.03980  1.04158
N  -0.15471  -2.33463  -0.29388
N  0.61387  0.83341  0.05616
S  1.52335  0.49683  -1.35157
S  -0.24845  2.56252  0.11472
H  -0.07137  -3.53062  -2.12811
H  -0.20162  0.27158  1.90356
H  0.98500  -0.84982  0.90294
H  0.01790  3.13367  -1.10259

=====

13.
This record from the Open Molecules 2025 dataset describes a single C2H4N2S2 molecule. The level of theory is ωB97M-V with the def2-TZVPD basis set.

Properties
SMILES string: [H]/N=C(\N)C(=S)S
E in eV: -26789.0497
ΔE to the lowest compared entry with this formula, charge and spin in kJ/mol: 93.1
Total charge: 0
M in Da: 120.2
E_LUMO in eV: -0.9
Spin multiplicity: 1

Cartesian coordinates (Å):
C  -0.33870  0.13063  -1.08850
C  0.05182  -0.06792  0.32871
H  -2.10214  -0.05694  -2.22841
H  -2.14192  -0.63861  -0.58345
H  0.17309  0.63236  -2.86082
H  1.70202  0.95670  -0.60360
N  -1.60373  -0.28289  -1.41911
N  0.51631  0.63863  -1.90698
S  1.64359  0.55488  0.71166
S  -0.91221  -0.78987  1.42070

=====

14.
This record from the Open Molecules 2025 dataset describes a molecular structure, C2H4N2S2. The level of theory is ωB97M-V with the def2-TZVPD basis set.

Properties
E in eV: -26786.3025
ΔE to the lowest compared entry with this formula, charge and spin in kJ/mol: 358.2
Total charge: 0
M in Da: 120.2
E_LUMO in eV: -1.4
Spin multiplicity: 1

Cartesian coordinates (Å):
C  -0.77141  -0.01088  -0.10324
C  1.48715  -0.84161  0.06404
H  -2.51242  0.90442  0.50585
H  -1.14794  1.80794  0.42391
H  1.22088  0.97325  -0.21918
H  1.01084  -1.90627  0.19422
N  -1.50547  1.13182  -0.36713
N  0.59044  0.10980  -0.08921
S  -1.59893  -1.62313  -0.19577
S  3.22687  -0.54535  -0.21350

=====

15.
This record from the Open Molecules 2025 dataset describes a single C2H4N2S2 molecule. The level of theory is ωB97M-V with the def2-TZVPD basis set.

Properties
SMILES string: N/N=C/C(=S)S
E in eV: -26787.9905
ΔE to the lowest compared entry with this formula, charge and spin in kJ/mol: 195.3
Total charge: 0
M in Da: 120.2
E_LUMO in eV: -0.7
Spin multiplicity: 1

Cartesian coordinates (Å):
C  -0.00587  -0.48069  -0.05062
C  -1.39971  0.02931  -0.01026
H  2.89900  0.46729  0.26343
H  2.29627  -1.11770  0.16905
H  0.18147  -1.53768  -0.20707
H  -2.92308  1.68256  -0.07338
N  2.20739  -0.17096  -0.13329
N  0.97990  0.35961  0.08107
S  -1.57171  1.77028  -0.03298
S  -2.66367  -1.00201  -0.00597

=====

16.
This record from the Open Molecules 2025 dataset describes a molecular structure, C2H4N2S2. The level of theory is ωB97M-V with the def2-TZVPD basis set.

Properties
E in eV: -26787.2126
ΔE to the lowest compared entry with this formula, charge and spin in kJ/mol: 270.4
Total charge: 0
M in Da: 120.2
E_LUMO in eV: -0.3
Spin multiplicity: 1

Cartesian coordinates (Å):
C  1.43416  -0.50318  0.26747
C  -1.87382  0.50930  -0.45776
H  1.63123  0.24224  -1.44989
H  1.61020  -1.41487  0.98564
H  0.18031  0.02131  1.82219
H  -2.74069  1.04052  -0.99368
N  2.10694  -0.51553  -0.86293
N  0.40099  0.24011  0.76667
S  -0.63193  1.37690  -0.02296
S  -2.11738  -0.99680  -0.05475

=====

17.
This record from the Open Molecules 2025 dataset describes a single C2H4N2S2 molecule. The level of theory is ωB97M-V with the def2-TZVPD basis set.

Properties
SMILES string: C=NS/C=N\S
E in eV: -26785.5322
ΔE to the lowest compared entry with this formula, charge and spin in kJ/mol: 432.5
Total charge: 0
M in Da: 120.2
E_LUMO in eV: 0.1
Spin multiplicity: 1

Cartesian coordinates (Å):
C  -0.33370  -1.45254  0.26757
C  1.79669  1.56261  0.08375
H  -0.77847  1.50787  0.49599
H  -0.59381  -2.46967  0.21832
H  2.83295  1.04347  -0.48550
H  1.59506  2.61874  0.29096
N  -1.39274  -0.82842  0.22201
N  0.85390  0.71745  0.32913
S  -1.81611  0.72229  -0.19515
S  1.31225  -0.88379  -0.21020

=====

18.
This record from the Open Molecules 2025 dataset describes a single C2H4N2S3 molecule. The level of theory is ωB97M-V with the def2-TZVPD basis set.

Properties
SMILES string: S=CN(S)/C=N/S
E in eV: -37622.9284
ΔE to the lowest compared entry with this formula, charge and spin in kJ/mol: 144.3
Total charge: 0
M in Da: 152.3
E_LUMO in eV: 0.0
Spin multiplicity: 1

Cartesian coordinates (Å):
C  -0.32864  0.42528  -0.55751
C  1.45991  -0.61904  0.81920
H  -2.53857  -1.79510  -1.93575
H  -0.40505  1.37431  -1.08063
H  -0.19208  1.80572  2.10958
H  2.07001  -0.34587  1.66463
N  -1.02046  -0.60828  -0.79416
N  0.63821  0.42194  0.47129
S  -2.12615  -0.51068  -2.09384
S  0.82482  1.92174  1.28511
S  1.61801  -2.07003  0.11209

=====

19.
This record from the Open Molecules 2025 dataset describes 2 unconnected molecules or ions with the total composition C2H4N2S3. The level of theory is ωB97M-V with the def2-TZVPD basis set.

Properties
SMILES string: N#[N+][S-].C=C(S)S
E in eV: -37622.1232
ΔE to the lowest compared entry with this formula, charge and spin in kJ/mol: 222.0
Total charge: 0
M in Da: 152.3
E_LUMO in eV: 0.5
Spin multiplicity: 1

Cartesian coordinates (Å):
C  0.43032  -0.69920  0.42354
C  0.56667  0.62699  0.35227
N  3.12551  -0.28279  -1.19793
N  3.70358  -0.44512  -0.25784
S  4.54832  -0.64401  0.92995
S  0.02025  1.72211  -1.01874
S  1.60052  1.48225  1.52195
H  0.59896  -1.32342  1.28633
H  -0.33052  -1.12143  -0.12316
H  -0.22398  0.70166  -1.99725
H  1.27211  0.55755  2.58390

=====

20.
This record from the Open Molecules 2025 dataset describes 2 unconnected molecules or ions with the total composition C2H4N2S3. The level of theory is ωB97M-V with the def2-TZVPD basis set.

Properties
SMILES string: N=C1SS1.C=NS
E in eV: -37622.3082
ΔE to the lowest compared entry with this formula, charge and spin in kJ/mol: 204.2
Total charge: 0
M in Da: 152.3
E_LUMO in eV: -0.7
Spin multiplicity: 1

Cartesian coordinates (Å):
C  1.74954  0.63550  -1.98942
C  -1.78503  -1.19495  2.16515
N  0.91859  0.31427  -1.14438
N  -1.11968  -0.49142  1.35397
S  3.02787  0.07709  -3.04997
S  2.29868  2.04598  -2.79312
S  -1.38660  1.12863  1.08944
H  -2.60331  -0.83902  2.79061
H  -1.51923  -2.23944  2.24367
H  0.80724  -0.65047  -0.85706
H  -0.38808  1.21383  0.19111